1.
# C5H8O

The molecule C5H8O (ωB97M-V with the def2-TZVPD basis set, the Open Molecules 2025 dataset).

The geometry in XYZ format:
```
14
Properties=species:S:1:pos:R:3:forces:R:3
C 0.661 -1.597 -1.273 0.00 -0.05 -0.06
C 0.261 -0.927 0.024 -0.14 -0.14 0.17
O -0.053 -1.572 1.005 0.09 0.18 -0.35
C 0.210 0.566 0.022 0.19 -0.06 -0.14
C -1.148 1.155 0.358 -0.23 0.07 -0.02
C -0.025 1.263 1.332 0.05 0.06 0.16
H 0.306 -1.027 -2.138 0.04 -0.07 0.13
H 1.754 -1.651 -1.340 -0.13 0.04 0.05
H 0.259 -2.613 -1.300 0.10 0.15 0.03
H 0.789 1.070 -0.749 -0.13 -0.10 0.14
H -1.942 0.445 0.572 0.16 0.11 0.00
H -1.454 2.040 -0.192 0.07 -0.13 0.09
H 0.440 2.233 1.478 -0.06 -0.17 -0.06
H -0.058 0.614 2.202 0.00 0.10 -0.15
```
Forces are in eV/Å.

LUMO level = 1.088 eV
SMILES = CC(=O)C1CC1
ΔE to the lowest compared entry with this formula, charge and spin = 19.31 kcal/mol
F_max = 0.41 eV/A
E_HOMO = -9.65 eV
Frontier orbital gap = 10.740 eV

2.
# C5H8O

A cluster of 2 separate species, C5H8O in total in a non-equilibrium geometry (ωB97M-V with the def2-TZVPD basis set, the Open Molecules 2025 dataset).

The geometry in XYZ format:
```
14
Properties=species:S:1:pos:R:3:forces:R:3
C -1.400 -1.116 -0.455 -0.15 0.14 -0.19
C 0.022 -0.708 -0.249 -0.28 1.49 -0.92
C 0.246 1.469 -0.392 -0.16 -1.55 0.22
C 1.265 1.281 0.577 0.12 -0.59 0.52
C 0.701 -0.802 1.117 -0.08 -0.45 -1.12
O 0.502 -1.914 1.542 0.59 1.44 0.51
H -1.558 -2.183 -0.638 0.10 0.16 0.07
H -2.035 -0.787 0.375 0.11 -0.08 -0.18
H -1.671 -0.567 -1.357 -0.43 -0.18 -0.06
H 0.733 -1.176 -0.953 -0.22 0.49 -0.10
H 0.538 1.964 -1.342 -0.07 -1.11 0.35
H -0.715 1.865 -0.045 0.23 -0.43 0.03
H 2.285 1.221 0.208 -0.02 -0.03 0.43
H 1.089 1.454 1.612 0.26 0.70 0.44
```
Forces are in eV/Å.

LUMO level (alpha / beta) = 0.112 / 0.112 eV
SMILES = CC=C=O.C=C
ΔE to the lowest compared entry with this formula, charge and spin = 129.12 kcal/mol
F_max = 1.78 eV/A
E_HOMO (alpha / beta) = -7.71 / -7.71 eV
Frontier orbital gap (alpha / beta) = 7.826 / 7.826 eV

3.
# C5H8O

A cluster of 2 separate species, C5H8O in total (ωB97M-V with the def2-TZVPD basis set, the Open Molecules 2025 dataset).

The geometry in XYZ format:
```
14
Properties=species:S:1:pos:R:3:forces:R:3
C 1.518 0.330 -0.716 0.03 0.00 -0.01
C 0.842 1.282 0.237 -0.16 0.01 0.05
C -0.445 1.178 0.552 0.21 0.12 0.02
O -1.289 0.203 0.085 0.06 0.03 -0.05
C -0.696 -0.798 -0.641 0.18 -0.11 -0.11
C 0.576 -0.806 -1.024 -0.15 -0.01 0.03
H 1.808 0.853 -1.641 -0.03 -0.08 0.13
H 2.454 -0.051 -0.286 -0.15 0.05 -0.05
H 1.414 2.088 0.687 -0.11 -0.10 -0.07
H -0.971 1.849 1.222 0.11 -0.07 -0.09
H -2.259 -1.143 1.775 -0.05 -0.08 0.07
H -1.406 -1.592 -0.848 0.13 0.10 0.00
H -2.482 -1.728 2.177 0.01 0.03 0.00
H 0.938 -1.666 -1.580 -0.08 0.12 0.07
```
Forces are in eV/Å.

LUMO level = 1.077 eV
SMILES = C1=COC=CC1.[H][H]
ΔE to the lowest compared entry with this formula, charge and spin = 51.94 kcal/mol
F_max = 0.24 eV/A
E_HOMO = -8.39 eV
Frontier orbital gap = 9.468 eV